This record from the OMol25 dataset describes a molecular structure, C18H25AsF6N6O6RhS3 in a non-equilibrium geometry. The level of theory is ωB97M-V with the def2-TZVPD basis set.

**Frontier orbital gap**: 6.0 eV
**ΔE to the lowest compared entry with this formula, charge and spin**: 0.00 kcal/mol
**HOMO**: -16.8 eV
**DFT total energy**: -152924.80247 eV
**Total charge**: +3

Element x y z (Å)
Rh (1.0975, -1.2547, -0.1887)
N (5.1823, 3.3134, 1.7955)
C (4.6564, 2.0902, 1.9643)
O (4.4407, 1.5503, 3.0294)
C (4.3324, 1.3189, 0.7050)
C (5.0480, 1.3474, -0.4776)
C (4.6781, 0.4984, -1.5171)
C (3.5996, -0.3353, -1.3486)
N (2.9039, -0.3606, -0.1929)
C (3.2597, 0.4483, 0.8089)
H (5.3849, 3.8570, 2.6217)
H (5.1296, 3.7971, 0.9136)
H (5.8935, 2.0137, -0.5948)
H (5.2164, 0.4908, -2.4542)
H (3.2674, -0.9943, -2.1394)
H (2.6964, 0.4103, 1.7312)
F (-1.7530, 2.7448, -1.2724)
C (-1.2302, 1.7850, -1.9934)
F (-2.0964, 0.7478, -2.0308)
F (-0.9355, 2.1537, -3.2034)
S (0.2945, 1.0942, -1.1543)
O (-0.2117, 0.3545, 0.0775)
O (0.7114, -0.0337, -2.0312)
N (1.3750, 2.0577, -0.8123)
S (1.5894, 3.6874, -1.0035)
O (0.6731, 4.1922, -1.9606)
O (2.9913, 3.8973, -1.0669)
C (1.0251, 4.2261, 0.6721)
F (-0.2158, 3.7826, 0.8699)
F (1.0597, 5.5334, 0.7324)
F (1.8227, 3.6926, 1.5914)
C (-3.6730, -3.1893, -2.4777)
C (-3.8473, -1.9183, -1.6520)
As (-2.8077, -1.7468, -0.0356)
C (-3.1872, -0.1467, 1.0000)
C (-4.6220, 0.3016, 0.7022)
C (-3.0789, -3.2883, 1.0902)
C (-4.5452, -3.4268, 1.5139)
H (-4.4798, -3.2157, -3.2095)
H (-3.7540, -4.0927, -1.8726)
H (-2.7339, -3.2041, -3.0217)
H (-4.8530, -1.8732, -1.2162)
H (-3.6994, -1.0087, -2.2334)
H (-2.4581, 0.6181, 0.7568)
H (-3.0445, -0.4597, 2.0354)
H (-4.7425, 0.6284, -0.3299)
H (-4.8324, 1.1569, 1.3451)
H (-5.3666, -0.4608, 0.9282)
H (-2.4253, -3.1433, 1.9541)
H (-2.7342, -4.1664, 0.5409)
H (-4.8976, -2.5543, 2.0637)
H (-4.6388, -4.2850, 2.1774)
H (-5.2025, -3.5978, 0.6616)
S (1.3877, -2.0887, 1.9302)
C (2.1653, -3.2912, 1.0239)
N (2.7919, -4.4152, 1.4296)
C (3.3208, -5.2835, 0.5386)
C (3.2148, -5.0273, -0.8075)
C (2.5835, -3.8496, -1.1975)
N (2.0947, -3.0067, -0.2906)
H (2.8720, -4.6040, 2.4266)
H (3.8112, -6.1577, 0.9483)
H (3.6196, -5.7136, -1.5363)
H (2.4779, -3.5732, -2.2401)
O (-0.7361, -2.6192, -1.5820)
N (-0.8130, -2.1306, -0.5063)